(1)
{"formula": "C4H9NO", "method": "ωB97M-V/def2-TZVPD", "energy_ev": -7827.9303, "lumo_ev": 1.0, "multiplicity": 1, "smiles": "C[C@H]1N[C@H]1CO", "de_lowest_ev": 4.390, "total_charge": 0, "elements": ["C", "C", "N", "C", "C", "O", "H", "H", "H", "H", "H", "H", "H", "H", "H"], "xyz": [[1.540, -0.592, -0.323], [0.229, -0.363, -1.000], [-1.019, -0.825, -0.512], [-0.996, 0.613, -0.365], [-0.823, 1.046, 1.079], [-0.328, 0.051, 1.958], [2.330, 0.015, -0.785], [1.469, -0.349, 0.736], [1.804, -1.646, -0.444], [0.275, -0.381, -2.101], [-1.622, -1.153, -1.254], [-0.280, 1.068, -1.137], [-1.796, 1.409, 1.455], [-0.140, 1.900, 1.102], [-0.643, -0.792, 1.590]], "nbo_charge": [-0.65, -0.02, -0.62, -0.22, -0.11, -0.73, 0.22, 0.26, 0.22, 0.19, 0.37, 0.26, 0.18, 0.18, 0.48]}

(2)
{"formula": "C35H32BeClFN3O3P", "method": "ωB97M-V/def2-TZVPD", "energy_ev": -72347.3186, "lumo_ev": -5.4, "multiplicity": 1, "total_charge": 2, "elements": ["Be", "F", "C", "C", "C", "C", "O", "C", "C", "N", "C", "C", "C", "C", "C", "C", "N", "C", "C", "N", "C", "C", "C", "O", "O", "H", "H", "H", "H", "H", "H", "H", "H", "H", "H", "H", "H", "H", "H", "H", "H", "H", "H", "Cl", "C", "C", "C", "C", "C", "C", "P", "C", "C", "C", "C", "C", "C", "C", "C", "C", "C", "C", "C", "H", "H", "H", "H", "H", "H", "H", "H", "H", "H", "H", "H", "H", "H"], "xyz": [[-2.952, 0.883, -0.965], [2.825, -1.688, -1.059], [2.516, -0.384, -0.926], [1.214, -0.039, -1.143], [0.795, 1.287, -0.996], [-0.606, 1.603, -1.099], [-1.437, 0.691, -1.407], [-0.967, 2.930, -0.776], [0.015, 3.864, -0.549], [1.323, 3.580, -0.524], [2.291, 4.640, -0.393], [1.995, 5.857, 0.427], [2.999, 4.858, 0.917], [1.746, 2.276, -0.672], [3.080, 1.896, -0.480], [3.502, 0.574, -0.588], [4.825, 0.244, -0.310], [5.202, -1.156, -0.155], [6.675, -1.258, 0.251], [7.029, -0.069, 1.061], [7.012, 1.170, 0.229], [5.913, 1.039, -0.842], [-2.428, 3.305, -0.643], [-2.777, 4.451, -0.597], [-3.216, 2.270, -0.552], [0.497, -0.790, -1.439], [-0.280, 4.892, -0.383], [2.865, 4.769, -1.306], [1.052, 5.935, 0.946], [2.347, 6.802, 0.044], [2.718, 4.235, 1.755], [4.045, 5.125, 0.891], [3.790, 2.653, -0.195], [5.068, -1.738, -1.074], [4.574, -1.598, 0.625], [7.330, -1.293, -0.621], [6.828, -2.167, 0.834], [7.949, -0.185, 1.502], [6.325, 0.026, 1.805], [7.980, 1.293, -0.258], [6.837, 2.024, 0.887], [6.322, 0.557, -1.741], [5.565, 2.026, -1.140], [-5.818, 1.024, -0.333], [-6.276, -0.647, -0.307], [-7.606, -1.027, -0.296], [-7.927, -2.374, -0.265], [-6.929, -3.336, -0.258], [-5.601, -2.956, -0.274], [-5.261, -1.605, -0.293], [-3.538, -1.049, -0.319], [-3.020, -0.980, 1.425], [-1.656, -0.867, 1.695], [-1.209, -0.844, 3.003], [-2.119, -0.929, 4.047], [-3.476, -0.993, 3.782], [-3.931, -1.013, 2.474], [-2.675, -2.498, -1.002], [-2.135, -3.496, -0.196], [-1.599, -4.634, -0.775], [-1.614, -4.789, -2.152], [-2.141, -3.793, -2.958], [-2.672, -2.648, -2.388], [-8.379, -0.277, -0.308], [-8.961, -2.678, -0.246], [-7.178, -4.385, -0.242], [-4.823, -3.704, -0.276], [-0.953, -0.812, 0.874], [-0.153, -0.771, 3.218], [-1.768, -0.950, 5.066], [-4.184, -1.040, 4.594], [-4.990, -1.049, 2.271], [-2.141, -3.385, 0.880], [-1.188, -5.407, -0.145], [-1.222, -5.691, -2.593], [-2.150, -3.916, -4.030], [-3.092, -1.868, -3.011]], "lowdin_charge": [0.17, 0.07, -0.17, 0.10, -0.04, -0.22, -0.02, 0.01, 0.09, 0.03, -0.25, -0.06, -0.08, -0.10, 0.08, -0.13, -0.09, -0.13, -0.08, 0.06, -0.07, -0.12, -0.50, 0.15, -0.07, 0.14, 0.16, 0.16, 0.11, 0.12, 0.12, 0.11, 0.11, 0.14, 0.14, 0.14, 0.15, 0.20, 0.19, 0.14, 0.14, 0.14, 0.13, 0.78, -0.64, -0.08, -0.04, -0.05, -0.06, -0.37, 1.12, -0.34, -0.11, -0.07, -0.06, -0.05, -0.05, -0.36, -0.09, -0.06, -0.06, -0.06, -0.08, 0.12, 0.12, 0.11, 0.11, 0.09, 0.10, 0.11, 0.12, 0.11, 0.11, 0.11, 0.11, 0.11, 0.11]}